# 1
C23H34N2O4 in the gas phase, computed with ωB97M-V/def2-TZVPD.

Geometry as XYZ:
```
63
Properties=species:S:1:pos:R:3:forces:R:3
C -1.18088 5.64782 0.00201 -0.09 -0.42 0.03
H 2.92852 5.17421 5.13349 0.00 0.04 0.07
H 1.19352 5.39392 4.84639 -0.01 0.05 0.06
N -0.39863 -1.36767 0.08812 0.04 0.09 0.12
H -2.28614 -7.13585 -4.18406 -0.08 -0.08 -0.04
H -2.20050 -1.61075 1.04178 0.16 0.12 0.12
N 0.05943 -2.63360 -1.78820 0.30 0.42 -0.05
C 0.04924 -3.69264 -2.70035 -0.04 -0.28 -0.21
H 1.63478 -4.57250 -5.54918 0.06 0.00 -0.08
H 1.65350 1.24880 0.63656 0.04 -0.07 0.08
C -0.54225 2.54172 0.25079 0.21 -0.38 0.05
H 1.58182 -0.93010 -0.41851 -0.07 0.08 -0.05
O -1.63274 -3.20284 -0.35323 -0.27 -0.38 -0.09
H -1.41832 5.93109 1.02437 -0.02 0.08 0.09
H 1.15401 0.01017 1.79909 0.03 0.00 0.07
H 1.52771 3.39439 6.25733 0.11 -0.03 -0.06
C 0.95551 -4.64403 -4.71122 -0.06 -0.03 0.06
H -2.45236 0.76628 1.70095 -0.05 0.05 -0.01
C 2.26815 4.65434 3.13250 -0.22 0.11 0.07
O -1.60295 3.29867 0.52859 -0.19 0.01 0.30
H 1.56098 -2.75842 -3.90656 0.06 0.09 -0.01
C -0.73038 -5.83633 -3.49690 0.18 0.14 -0.10
H 2.66333 2.72101 5.05620 -0.06 0.03 0.04
H -2.99003 4.49383 -0.30357 0.13 -0.05 -0.03
H 0.17562 4.56204 2.62775 -0.10 0.00 -0.06
H 1.72962 1.96542 3.00731 -0.06 0.04 0.01
C 0.14258 -5.76138 -4.58574 0.03 0.02 -0.03
H -1.48938 6.44638 -0.66658 -0.02 0.11 -0.07
H 1.24528 3.80322 1.43208 -0.02 0.04 -0.09
C 0.63522 -0.40560 -0.24037 0.31 0.11 -0.18
H 3.17614 4.07959 2.93120 0.07 0.02 -0.04
C -1.62884 -7.02268 -3.32236 0.04 0.05 -0.01
H -2.24004 -6.91046 -2.43122 -0.06 -0.04 0.04
H 0.45830 -7.80964 -5.12811 0.01 -0.12 -0.05
C -1.66717 0.49218 0.99769 0.05 -0.19 0.08
H -0.86892 -1.17667 2.12633 -0.09 -0.02 0.02
H -1.63250 4.05875 -1.38771 -0.14 0.03 0.16
H -1.44291 -4.86347 -1.72986 -0.03 -0.01 0.02
H 0.71403 -1.90355 -2.01988 -0.11 -0.05 0.11
C 0.83896 2.59622 3.17284 -0.27 0.00 -0.31
C -0.42217 1.87462 2.68690 0.33 0.14 0.09
H -0.76326 -6.98723 -6.09042 -0.04 -0.09 -0.09
H 0.37573 0.17076 -1.14014 0.10 -0.07 0.03
H -0.56518 1.01506 3.34513 -0.05 -0.08 -0.01
C -0.41786 1.37990 1.23200 0.03 0.21 0.05
C -1.90772 4.36523 -0.37327 0.01 0.39 -0.43
C -0.76910 -4.80801 -2.56828 -0.09 0.01 0.13
H 0.94842 -6.64315 -6.36168 0.03 -0.03 -0.06
H 2.39543 5.64785 2.69875 0.08 -0.03 -0.04
H -2.05599 0.64864 -0.01130 -0.08 -0.03 0.00
O 0.17693 2.71518 -0.70108 0.06 0.15 -0.13
C 1.77232 3.35569 5.19363 0.18 0.32 0.24
C -1.31338 -0.98181 1.14393 -0.39 -0.02 0.08
C 1.07002 3.95029 2.49729 0.25 -0.25 0.21
H -1.26980 2.54544 2.83339 -0.05 -0.05 0.05
O 0.66034 2.75694 4.57166 -0.18 -0.08 -0.14
C -0.72472 -2.45946 -0.67439 0.15 0.19 0.16
C 0.84749 0.56900 0.91523 -0.10 0.08 -0.29
C 0.91655 -3.61907 -3.78688 -0.06 0.07 0.13
C 2.05218 4.75238 4.64023 0.04 -0.35 -0.10
C 0.20267 -6.86188 -5.60134 -0.03 0.04 0.06
H -1.04361 -7.93742 -3.23086 -0.02 -0.11 0.00
H -0.10661 5.50915 -0.08828 0.09 0.03 -0.01
```
Positions in Å, forces in eV/Å.

total charge = 0
E_HOMO = -7.86 eV
SMILES = CCOC(=O)C1(C[C@H]2CCCCO2)CCN(C(=O)Nc2ccc(C)c(C)c2)CC1
molecular weight = 402.53 g mol⁻¹

# 2
A molecular structure, C33H46IN9O2PSe2Zr, computed with ωB97M-V/def2-TZVPD.

Geometry as XYZ:
```
95
Properties=species:S:1:pos:R:3:forces:R:3
C -3.52671 -0.25582 2.50963 0.61 0.13 -0.07
C 0.07947 -0.28417 2.98733 -0.54 0.24 0.28
H -5.87336 -1.90881 2.80874 -0.03 -0.02 -0.04
H 3.52511 -3.99173 0.61070 -0.02 0.04 0.05
H 0.82288 -0.06373 3.75812 -0.03 -0.24 -0.25
C -1.35816 -0.22854 3.53709 -0.08 0.02 -0.13
C -3.93538 1.05950 0.47974 0.18 -0.13 0.02
C 1.24760 2.24849 4.36585 0.10 -0.35 0.23
H 5.74519 5.50432 0.77318 0.06 0.05 0.07
H 2.49374 -5.54670 -0.89767 -0.04 -0.04 0.01
C 6.15679 -1.21240 -2.46735 0.06 -0.05 -0.09
H 4.17938 -0.39702 -2.64326 -0.02 -0.10 0.00
N -0.58808 -0.66568 -2.19289 0.23 0.07 0.23
C 1.78554 -5.03249 -0.24978 0.09 0.00 -0.08
H 0.27372 -1.30738 2.64053 -0.03 0.20 0.36
C 3.66665 3.45390 -1.74007 -0.07 -0.17 -0.06
C 5.15623 4.93235 0.07272 0.02 0.09 -0.03
H 0.53061 1.58218 4.83999 0.03 0.08 0.01
H -0.63257 -0.71390 -5.35230 0.01 -0.07 0.12
H 0.73054 -2.97236 -3.63341 0.03 0.03 -0.02
H -0.12619 4.62102 1.16209 0.09 -0.02 -0.01
H 3.64703 5.22417 -2.93861 0.00 0.02 -0.05
P 3.70731 1.12594 -0.14693 0.33 0.14 0.40
O 0.22584 -4.43512 -2.03485 0.05 -0.12 0.13
C 0.50103 1.85916 1.96088 0.13 0.79 -0.67
C 7.38396 -0.57234 -0.50573 0.03 0.05 0.02
N -4.32873 0.04057 1.41521 -0.31 -0.22 0.07
C -0.50658 2.47158 -0.19202 0.05 -0.09 0.04
N 0.50639 2.64713 0.82149 -0.13 -0.04 0.66
H 1.05137 4.70681 3.23917 0.02 -0.09 -0.06
H 5.16605 3.15916 1.27654 -0.03 -0.03 0.10
C 7.30800 -1.26955 -1.69990 0.04 -0.06 -0.09
N -4.34052 -0.67119 3.53615 -0.29 0.23 -0.01
H -4.87818 -1.61207 5.28210 0.07 -0.01 -0.01
H 4.97606 6.53755 -1.33205 0.01 0.12 0.00
H 2.45988 3.84465 2.56349 -0.07 -0.03 0.00
H -0.13956 2.88664 -1.13409 -0.06 -0.32 0.01
H -2.85073 1.01252 0.38423 -0.16 0.10 -0.08
H -6.33800 -0.40387 0.99615 -0.06 0.01 0.08
H 3.10035 2.86438 -2.45029 -0.03 0.07 -0.02
C 1.36437 3.89771 2.57614 0.15 0.29 -0.21
N 0.19685 0.59520 1.82836 0.34 0.01 0.46
C 3.97911 4.77306 -2.01414 0.01 0.10 -0.09
I -1.40995 -3.34127 1.69044 -0.24 -0.06 -0.15
C 2.44873 -4.09899 0.75952 -0.01 0.13 0.17
H -4.22875 2.05910 0.82482 0.05 0.03 0.01
C 0.79870 4.02731 1.16995 0.05 0.15 0.03
H -0.70706 1.39343 -0.31535 -0.20 0.76 -0.22
C -5.69789 -0.85334 3.04466 -0.15 -0.04 -0.08
H -2.58933 0.63232 -4.45469 -0.18 0.07 -0.13
H -2.35681 0.46761 -1.73636 -0.01 0.07 -0.01
C 6.29838 0.16234 -0.06494 0.06 0.03 0.06
C 0.91045 -4.11281 -1.09799 -0.29 -0.48 -0.24
H -3.68674 -2.51914 4.32982 0.00 -0.02 0.03
H 6.09711 -1.75186 -3.40038 0.03 -0.04 -0.11
C 4.83527 3.61715 0.35506 0.04 -0.05 0.12
C 5.13829 0.20543 -0.82689 -0.48 0.09 0.13
N 1.00034 -2.81608 -0.61531 0.30 0.70 0.48
H -4.42187 0.86706 -0.47725 0.07 0.05 -0.07
H -2.69614 -1.53612 0.20252 0.15 0.07 0.07
H -6.41952 -0.54147 3.79898 -0.03 -0.01 -0.03
C -5.72736 0.01278 1.79800 -0.08 0.00 -0.02
C -3.99215 -1.51931 4.65377 0.28 -0.04 0.04
H -1.75492 -2.62474 -0.83556 0.10 0.16 0.19
H -1.52836 -1.13098 4.13667 0.15 0.13 -0.03
H -1.47331 0.65157 4.18843 0.09 -0.13 0.06
H 1.80783 -1.85781 -2.79732 -0.05 0.06 -0.12
C 1.07864 -1.93908 -3.60066 0.15 -0.21 0.04
C -0.07869 -1.05239 -3.35641 0.38 -0.16 0.15
N -2.25478 -0.09835 2.40800 -0.34 -0.04 0.34
N 0.82555 2.62344 3.03412 -0.24 -0.15 -0.31
H -1.43325 2.99530 0.08519 0.00 -0.20 0.02
Se 3.51732 0.78456 1.93567 0.54 0.28 0.03
H 8.28582 -0.60827 0.08613 0.07 0.00 0.06
C -1.71065 0.07068 -2.49878 -0.30 0.12 -0.32
C 1.77473 -2.78901 0.45821 0.39 -1.58 -0.49
H -6.09252 1.02428 2.02449 0.05 -0.02 0.00
C -1.70041 -1.95076 0.02883 -0.51 -0.50 -0.19
C 4.72349 5.51273 -1.10855 0.00 0.03 -0.05
H 1.51276 4.45654 0.46338 -0.07 0.03 0.06
C -1.85981 0.13953 -3.84838 -0.34 0.28 0.45
H 2.27658 -4.37646 1.80047 0.05 0.07 -0.02
H 1.30141 3.16224 4.95981 -0.05 -0.09 -0.06
O 1.82478 -1.73056 1.13471 0.45 0.07 0.50
Se 1.92565 0.58995 -1.33250 0.17 0.06 -0.54
Zr 0.21115 -0.80191 0.18054 -0.52 -0.02 -1.24
C 5.07437 -0.46578 -2.03830 -0.15 0.08 -0.05
C 4.08540 2.87741 -0.54815 -0.26 -0.41 0.07
H 6.34356 0.69236 0.87565 -0.01 -0.03 0.11
H 2.24035 1.78563 4.35810 -0.08 0.03 0.00
H -3.20222 -1.07747 5.25419 -0.04 -0.03 0.05
H 1.55364 -1.69880 -4.54747 0.07 0.09 -0.10
N -0.82233 -0.57354 -4.37262 0.11 -0.04 0.14
H 8.14983 -1.85454 -2.03720 0.09 -0.06 -0.03
H 1.15765 -5.78674 0.22975 0.00 0.09 -0.12
```
Positions in Å, forces in eV/Å.

total charge = +1
E_HOMO = -9.84 eV
molecular weight = 1007.81 g mol⁻¹